(1)
Entry from the OMol25 dataset: a structure of composition CH5N3O in a non-equilibrium geometry (ωB97M-V/def2-TZVPD).

Values from the calculation:
HOMO-LUMO gap   0.340 hartree
Largest force on an atom   6.7 eV Å⁻¹
LUMO level   1.08 eV
ΔE to the lowest compared entry with this formula, charge and spin   376.2 kJ/mol
Multiplicity   1

Cartesian coordinates (Å):
C  -0.23  0.52  -0.05
H  2.46  -1.06  -0.17
H  2.38  0.56  -0.31
H  0.14  1.60  0.14
H  -2.19  1.05  -0.37
H  -1.35  -1.54  0.51
N  1.95  -0.27  0.15
N  0.58  -0.48  -0.04
N  -1.60  0.42  0.22
O  -2.14  -0.80  -0.07

(2)
Entry from the OMol25 dataset: the ion C5H9Br2N2S with charge +1 in a non-equilibrium geometry (ωB97M-V/def2-TZVPD).

Values from the calculation:
Net charge   +1
SMILES string   CC1=C(Br)S[C@@](N)(Br)[N@@H+]1C
HOMO-LUMO gap   0.325 hartree
Largest force on an atom   3.9 eV Å⁻¹
LUMO level   -4.38 eV
ΔE to the lowest compared entry with this formula, charge and spin   119.5 kJ/mol
Multiplicity   1

Cartesian coordinates (Å):
C  -1.27  -0.44  0.75
C  -1.99  0.40  1.47
C  0.69  0.80  1.62
C  -1.86  -1.60  0.17
C  -0.08  0.91  -0.80
N  1.75  1.50  1.16
N  0.07  0.05  0.40
S  -0.61  1.84  2.32
Br  -3.77  0.48  2.02
Br  1.07  -0.79  2.98
H  -2.22  -1.47  -0.87
H  -2.77  -1.73  0.71
H  -1.30  -2.44  0.08
H  -0.47  0.27  -1.57
H  -0.71  1.81  -0.58
H  1.02  1.23  -1.09
H  1.95  2.32  1.74
H  2.55  0.90  0.84
H  0.50  -0.73  0.01

(3)
Entry from the OMol25 dataset: a structure of composition C37H51N4OP2Sr in a non-equilibrium geometry (ωB97M-V/def2-TZVPD).

Values from the calculation:
Net charge   +1
HOMO-LUMO gap   0.172 hartree
Largest force on an atom   3.9 eV Å⁻¹
LUMO level   -3.51 eV
ΔE to the lowest compared entry with this formula, charge and spin   0.0 kJ/mol
Multiplicity   1

Cartesian coordinates (Å):
C  2.66  -0.26  -0.62
C  2.00  1.99  -0.51
C  3.94  0.10  -1.07
C  3.33  2.40  -0.82
C  4.29  1.45  -1.11
H  4.63  -0.69  -1.33
H  3.51  3.47  -0.86
H  5.30  1.75  -1.38
N  1.71  0.65  -0.32
P  1.31  -2.17  0.99
P  -0.73  2.74  -0.64
C  2.34  -1.76  -0.47
H  1.82  -2.11  -1.38
H  3.27  -2.35  -0.41
C  -3.65  -0.75  0.52
O  -4.75  -1.08  0.44
C  0.98  3.01  -0.41
H  1.34  4.02  -0.21
C  -1.19  2.87  -2.47
C  -1.69  3.90  0.52
C  0.57  -3.91  0.75
C  2.59  -2.03  2.39
C  -2.47  2.03  -2.66
H  -3.34  2.49  -2.17
H  -2.69  1.96  -3.73
H  -2.36  1.02  -2.27
C  -1.42  4.32  -2.91
H  -2.28  4.79  -2.43
H  -0.53  4.94  -2.73
H  -1.61  4.32  -3.99
C  -0.06  2.29  -3.33
H  -0.40  2.24  -4.38
H  0.84  2.93  -3.30
H  0.23  1.28  -3.03
C  -3.19  3.75  0.21
H  -3.52  2.70  0.25
H  -3.76  4.30  0.97
H  -3.46  4.16  -0.76
C  -1.40  3.48  1.97
H  -1.80  2.49  2.22
H  -0.33  3.49  2.21
H  -1.89  4.19  2.66
C  -1.27  5.36  0.33
H  -1.46  5.73  -0.69
H  -1.88  5.98  1.01
H  -0.22  5.54  0.57
C  1.90  -2.49  3.69
H  2.58  -2.30  4.53
H  0.98  -1.92  3.87
H  1.68  -3.56  3.69
C  2.98  -0.55  2.54
H  3.56  -0.19  1.69
H  2.11  0.10  2.67
H  3.61  -0.44  3.44
C  3.86  -2.84  2.12
H  4.52  -2.72  3.00
H  3.68  -3.91  2.00
H  4.42  -2.47  1.25
C  -0.05  -4.03  -0.66
H  0.71  -3.93  -1.45
H  -0.50  -5.03  -0.77
H  -0.83  -3.29  -0.84
C  -0.55  -4.06  1.80
H  -1.41  -3.41  1.59
H  -0.91  -5.10  1.82
H  -0.20  -3.82  2.82
C  1.62  -5.01  0.90
H  2.45  -4.89  0.20
H  2.01  -5.09  1.92
H  1.14  -5.98  0.68
Sr  -0.67  0.08  0.74
N  -0.86  -0.87  -1.59
C  -0.70  -1.17  -2.72
C  -0.64  -1.65  -4.05
C  -1.52  -2.67  -4.45
C  0.28  -1.11  -4.98
C  -1.52  -3.11  -5.78
H  -2.21  -3.10  -3.72
C  0.26  -1.54  -6.31
H  1.00  -0.35  -4.65
C  -0.64  -2.54  -6.70
H  -2.22  -3.90  -6.08
H  0.95  -1.10  -7.03
H  -0.65  -2.88  -7.74
N  -4.28  1.61  7.06
C  -3.50  1.21  6.28
C  -2.51  0.73  5.33
C  -1.27  1.36  5.22
C  -0.38  0.92  4.24
N  -0.70  -0.06  3.35
C  -1.88  -0.71  3.51
C  -2.80  -0.35  4.50
H  -1.00  2.19  5.87
H  0.60  1.38  4.14
H  -2.10  -1.54  2.81
H  -3.72  -0.92  4.63

(4)
Entry from the OMol25 dataset: the molecule C23H25NO6 (ωB97M-V/def2-TZVPD).

Values from the calculation:
SMILES string   CCOc1ccc(/C(O)=C2/C(=O)C(=O)N(CCOCCO)[C@H]2c2ccccc2)cc1
HOMO-LUMO gap   0.304 hartree
Largest force on an atom   0.9 eV Å⁻¹
LUMO level   -0.18 eV
ΔE to the lowest compared entry with this formula, charge and spin   240.0 kJ/mol
Multiplicity   1

Cartesian coordinates (Å):
C  5.52  1.10  -1.38
C  5.16  0.70  0.04
O  4.73  -0.65  0.13
C  3.48  -1.00  -0.25
C  2.48  -0.12  -0.68
C  1.22  -0.59  -0.99
C  0.92  -1.95  -0.89
C  1.94  -2.83  -0.51
C  3.19  -2.36  -0.18
H  3.97  -3.03  0.14
H  1.72  -3.88  -0.45
C  -0.41  -2.48  -1.16
C  -1.57  -1.87  -0.77
C  -2.84  -2.55  -0.88
O  -3.04  -3.63  -1.43
C  -3.86  -1.69  -0.16
O  -5.05  -1.89  -0.03
N  -3.17  -0.64  0.35
C  -3.81  0.45  1.04
C  -4.02  1.65  0.11
O  -2.77  2.27  -0.10
C  -2.70  3.09  -1.24
C  -1.25  3.51  -1.45
O  -0.51  2.38  -1.86
H  0.39  2.65  -2.05
H  -0.86  3.91  -0.51
H  -1.22  4.29  -2.22
H  -3.05  2.54  -2.13
H  -3.33  3.98  -1.11
H  -4.44  1.31  -0.84
H  -4.72  2.36  0.57
H  -4.79  0.08  1.37
H  -3.21  0.75  1.89
C  -1.76  -0.59  0.00
C  -0.89  -0.51  1.23
C  -0.21  0.67  1.53
C  0.61  0.74  2.64
C  0.76  -0.36  3.47
C  0.07  -1.53  3.19
C  -0.75  -1.60  2.08
H  -1.29  -2.52  1.86
H  0.17  -2.39  3.83
H  1.40  -0.31  4.33
H  1.13  1.65  2.87
H  -0.34  1.52  0.89
H  -1.59  0.30  -0.62
O  -0.45  -3.67  -1.74
H  -1.40  -3.97  -1.80
H  0.48  0.10  -1.35
H  2.67  0.94  -0.77
H  4.40  1.37  0.46
H  6.04  0.74  0.68
H  6.30  0.44  -1.76
H  5.89  2.12  -1.40
H  4.66  1.02  -2.05

(5)
Entry from the OMol25 dataset: a structure of composition C32H30F4IrNPSe4 (ωB97M-V/def2-TZVPD).

Values from the calculation:
Net charge   -2
HOMO-LUMO gap (spin up / spin down)   0.133 / 0.211 hartree
Largest force on an atom   0.7 eV Å⁻¹
LUMO level (spin up / spin down)   4.19 / 4.03 eV
Multiplicity   6

Cartesian coordinates (Å):
Ir  1.24  0.62  1.20
Se  3.75  1.29  1.30
Se  4.16  3.31  2.17
Se  1.96  1.74  5.25
Se  0.46  1.65  3.59
F  -8.07  -1.34  0.59
C  -7.35  -1.74  1.66
F  -7.49  -3.09  1.74
F  -7.97  -1.25  2.77
C  -5.92  -1.33  1.58
C  -5.06  -1.68  2.62
C  -3.73  -1.30  2.57
C  -3.21  -0.56  1.49
C  -4.11  -0.21  0.47
C  -5.44  -0.59  0.51
C  -1.84  -0.18  1.44
C  -0.66  0.10  1.32
H  -5.44  -2.25  3.46
H  -3.05  -1.57  3.38
H  -3.73  0.36  -0.37
H  -6.11  -0.32  -0.29
F  -1.14  -5.76  0.78
C  -0.41  -4.68  1.20
C  -0.88  -3.90  2.24
C  -0.12  -2.81  2.66
C  1.12  -2.48  2.08
C  1.89  -1.33  2.51
C  1.54  -3.31  1.02
C  0.79  -4.40  0.58
H  -1.84  -4.14  2.69
H  -0.49  -2.18  3.47
H  2.95  -1.37  2.28
H  1.68  -0.95  3.50
H  2.47  -3.07  0.51
H  1.12  -5.02  -0.25
C  0.72  4.62  1.41
P  0.68  3.05  0.48
C  -1.03  3.09  -0.18
C  1.66  3.41  -1.01
C  2.68  4.35  -1.04
C  3.52  4.45  -2.15
C  3.34  3.61  -3.24
C  2.32  2.66  -3.23
C  1.49  2.57  -2.12
H  1.69  4.73  1.88
H  -0.03  4.55  2.20
H  0.50  5.49  0.77
H  -1.18  3.93  -0.86
H  -1.70  3.17  0.68
H  -1.25  2.14  -0.68
H  2.86  4.98  -0.18
H  4.32  5.17  -2.15
H  4.01  3.67  -4.10
H  2.19  1.97  -4.06
H  0.71  1.80  -2.10
C  3.95  -1.67  -1.04
C  2.86  -1.46  -2.05
C  3.00  -1.92  -3.35
C  1.99  -1.75  -4.30
C  0.80  -1.12  -3.91
C  0.61  -0.64  -2.62
C  -0.70  0.01  -2.25
C  1.67  -0.75  -1.67
N  1.60  -0.21  -0.44
H  4.44  -2.63  -1.21
H  3.56  -1.65  -0.02
H  4.71  -0.89  -1.11
H  3.91  -2.44  -3.62
H  2.11  -2.11  -5.31
H  -0.01  -1.01  -4.62
H  -1.53  -0.56  -2.67
H  -0.76  1.03  -2.66
H  -0.82  0.07  -1.18

(6)
Entry from the OMol25 dataset: a structure of composition C42H62AsBaN3SSi2 (ωB97M-V/def2-TZVPD).

Values from the calculation:
Net charge   -2
HOMO-LUMO gap   0.161 hartree
Largest force on an atom   1.0 eV Å⁻¹
LUMO level   3.73 eV
ΔE to the lowest compared entry with this formula, charge and spin   36.7 kJ/mol
Multiplicity   1

Cartesian coordinates (Å):
Ba  0.09  0.35  -0.21
C  -2.92  2.01  0.80
C  -2.39  2.49  -0.41
C  -2.57  1.50  -1.39
C  -3.16  0.37  -0.78
C  -3.38  0.69  0.57
C  -4.21  -0.11  1.53
C  -3.60  -0.89  -1.47
C  -2.53  1.76  -2.87
C  -1.84  3.87  -0.66
C  -3.18  2.84  2.02
H  -4.08  0.24  2.56
H  -3.99  -1.18  1.53
H  -5.29  -0.03  1.32
H  -2.78  -1.41  -1.98
H  -4.37  -0.72  -2.23
H  -4.02  -1.60  -0.75
H  -1.65  2.32  -3.20
H  -3.41  2.34  -3.20
H  -2.55  0.83  -3.45
H  -1.28  3.90  -1.60
H  -1.13  4.18  0.11
H  -2.62  4.64  -0.72
H  -2.47  2.72  2.85
H  -4.17  2.62  2.43
H  -3.18  3.90  1.77
C  -2.67  -0.76  5.22
C  -3.38  -2.11  5.09
C  -3.03  -2.94  6.33
C  -4.89  -1.87  5.05
C  -2.96  -2.87  3.83
C  -3.46  -4.16  3.62
C  -3.11  -4.92  2.52
C  -2.25  -4.36  1.58
S  -1.53  -5.07  0.18
C  -0.63  -3.56  -0.10
N  -0.90  -2.62  0.74
C  -1.77  -3.05  1.73
C  -2.12  -2.32  2.87
C  0.38  -3.50  -1.16
C  0.75  -4.69  -1.80
C  1.78  -4.68  -2.72
C  2.42  -3.48  -3.00
C  2.01  -2.31  -2.37
C  0.97  -2.24  -1.43
H  -3.00  -0.27  6.14
H  -2.90  -0.09  4.39
H  -1.59  -0.88  5.26
H  -3.32  -2.40  7.24
H  -1.96  -3.14  6.38
H  -3.55  -3.90  6.34
H  -5.21  -1.32  5.95
H  -5.44  -2.81  5.02
H  -5.17  -1.28  4.18
H  -4.13  -4.59  4.35
H  -3.50  -5.92  2.40
H  -1.73  -1.32  2.97
H  0.28  -5.64  -1.56
H  2.09  -5.60  -3.21
H  3.24  -3.46  -3.71
H  2.55  -1.40  -2.62
C  0.41  0.37  -3.96
Si  1.58  1.75  -3.45
C  1.01  3.34  -4.33
C  3.22  1.25  -4.30
N  1.62  1.89  -1.76
C  2.30  2.90  -1.11
C  3.24  3.72  -1.75
C  3.91  4.78  -1.14
C  3.67  5.05  0.19
C  2.77  4.23  0.88
C  2.09  3.15  0.31
N  1.25  2.34  1.03
Si  0.77  2.53  2.64
C  2.17  2.37  3.92
C  -0.42  1.11  3.06
C  -0.04  4.19  3.10
H  0.18  0.47  -5.03
H  -0.54  0.39  -3.43
H  0.85  -0.62  -3.81
H  1.05  3.20  -5.42
H  1.63  4.20  -4.07
H  -0.02  3.57  -4.06
H  3.05  1.11  -5.38
H  3.59  0.31  -3.90
H  4.01  1.99  -4.18
H  3.45  3.54  -2.80
H  4.61  5.38  -1.72
H  4.16  5.87  0.70
H  2.60  4.44  1.93
H  2.57  1.35  3.98
H  1.80  2.63  4.92
H  3.00  3.04  3.69
H  0.11  0.16  3.16
H  -1.27  0.97  2.38
H  -0.85  1.34  4.04
H  0.73  4.94  3.28
H  -0.62  4.07  4.03
H  -0.71  4.56  2.33
C  3.03  -1.61  3.71
As  2.46  -1.36  1.84
C  3.86  -0.12  1.26
C  3.27  -3.01  1.14
H  4.11  -1.70  3.78
H  2.57  -2.53  4.09
H  2.69  -0.77  4.32
H  4.85  -0.54  1.47
H  3.72  0.84  1.75
H  3.75  0.05  0.19
H  4.28  -3.14  1.54
H  3.30  -2.94  0.06
H  2.65  -3.87  1.41

(7)
Entry from the OMol25 dataset: the molecule H3N3O2 in a non-equilibrium geometry (ωB97M-V/def2-TZVPD).

Values from the calculation:
SMILES string   N/[N+]([O-])=N/O
HOMO-LUMO gap   0.394 hartree
Largest force on an atom   4.3 eV Å⁻¹
LUMO level   0.65 eV
ΔE to the lowest compared entry with this formula, charge and spin   91.5 kJ/mol
Multiplicity   1

Cartesian coordinates (Å):
N  -0.70  0.80  -0.13
N  1.44  0.29  -0.08
N  0.14  -0.13  -0.07
O  -0.05  -1.32  0.03
O  -2.15  0.18  -0.11
H  1.46  1.27  0.22
H  2.03  -0.34  0.49
H  -2.16  -0.74  -0.34

(8)
Entry from the OMol25 dataset: a structure of composition C28H28Cl2Sb2Sn in a non-equilibrium geometry (ωB97M-V/def2-TZVPD).

Values from the calculation:
Net charge   +2
HOMO-LUMO gap (spin up / spin down)   0.164 / 0.169 hartree
Largest force on an atom   3.9 eV Å⁻¹
LUMO level (spin up / spin down)   -9.69 / -9.62 eV
ΔE to the lowest compared entry with this formula, charge and spin   347.7 kJ/mol
Multiplicity   1

Cartesian coordinates (Å):
Sn  9.07  8.27  13.99
Cl  9.25  4.25  8.58
C  10.74  5.10  8.78
Cl  10.69  6.94  8.52
H  11.44  4.67  8.12
H  11.03  5.09  9.86
C  5.53  9.55  13.61
C  5.41  9.27  15.14
C  6.02  8.12  15.82
Sb  8.06  8.14  16.76
C  10.72  9.58  14.31
C  12.00  9.15  13.96
C  13.08  10.01  14.05
C  12.94  11.28  14.59
C  11.69  11.68  15.06
C  10.58  10.83  14.91
C  8.19  10.11  17.70
C  7.19  11.02  17.56
C  7.54  12.32  17.92
C  8.66  12.68  18.65
C  9.59  11.67  18.94
C  9.31  10.36  18.57
Sb  7.50  10.52  13.10
C  7.69  10.97  11.00
C  6.79  11.86  10.36
C  6.62  11.76  8.97
C  7.31  10.78  8.23
C  8.16  9.86  8.91
C  8.39  10.01  10.29
C  7.15  12.61  13.77
C  8.18  13.44  13.38
C  8.44  14.67  13.97
C  7.53  15.13  14.90
C  6.45  14.34  15.29
C  6.21  13.07  14.75
H  4.79  10.36  13.30
H  5.54  8.60  13.19
H  4.34  9.13  15.34
H  5.60  10.25  15.62
H  5.98  7.25  15.16
H  5.43  7.87  16.75
H  12.15  8.20  13.52
H  14.04  9.71  13.72
H  13.67  12.02  14.47
H  11.49  12.61  15.59
H  9.62  11.13  15.37
H  6.19  10.78  17.19
H  6.72  13.11  17.65
H  8.88  13.71  18.96
H  10.40  11.84  19.57
H  9.98  9.55  18.75
H  6.24  12.59  10.98
H  5.93  12.50  8.43
H  7.30  10.86  7.17
H  8.70  9.07  8.40
H  9.16  9.46  10.84
H  8.93  12.98  12.73
H  9.16  15.34  13.52
H  7.58  16.14  15.32
H  5.81  14.68  16.15
H  5.44  12.36  15.05

(9)
Entry from the OMol25 dataset: a structure of composition C29H23IrN3O9S in a non-equilibrium geometry (ωB97M-V/def2-TZVPD).

Values from the calculation:
Net charge   +1
HOMO-LUMO gap   0.170 hartree
Largest force on an atom   2.0 eV Å⁻¹
LUMO level   -4.93 eV
ΔE to the lowest compared entry with this formula, charge and spin   159.1 kJ/mol
Multiplicity   1

Cartesian coordinates (Å):
Ir  0.34  0.26  0.32
O  0.13  4.26  -0.55
C  -0.13  3.04  -0.20
O  0.71  2.29  0.30
C  -1.52  2.57  -0.40
C  -2.56  3.39  -0.80
C  -3.83  2.84  -0.84
C  -4.00  1.51  -0.47
C  -2.90  0.76  -0.09
N  -1.67  1.28  -0.07
C  -2.97  -0.66  0.42
O  -4.07  -1.37  0.20
O  -2.03  -1.11  1.01
H  1.06  4.47  -0.38
H  -2.37  4.42  -1.05
H  -4.68  3.44  -1.14
H  -5.00  1.10  -0.46
H  -4.70  -0.92  -0.37
O  4.12  -3.62  2.14
S  4.24  -2.25  2.50
O  5.41  -1.78  3.17
N  3.92  -1.30  1.16
C  2.81  -0.70  1.32
O  2.31  0.14  0.43
C  2.08  -0.90  2.58
C  0.88  -0.34  3.00
C  0.40  -0.68  4.25
C  1.13  -1.54  5.07
C  2.34  -2.10  4.65
C  2.78  -1.75  3.40
H  0.30  0.37  2.36
H  -0.53  -0.25  4.61
H  0.75  -1.77  6.06
H  2.91  -2.76  5.29
C  2.01  -7.07  3.79
C  2.49  -6.67  2.42
C  3.61  -7.30  1.89
C  4.07  -6.97  0.63
C  3.42  -6.00  -0.12
C  2.30  -5.38  0.39
N  1.63  -4.32  -0.29
C  1.67  -3.97  -1.60
C  2.00  -4.92  -2.59
C  2.02  -4.59  -3.92
C  1.69  -3.30  -4.36
C  1.31  -2.37  -3.43
C  1.28  -2.68  -2.05
C  0.82  -1.62  -1.20
O  0.53  -0.45  -1.66
O  0.62  -1.73  0.06
C  1.82  -5.71  1.66
C  0.56  -5.05  2.15
H  2.78  -7.66  4.30
H  1.11  -7.68  3.74
H  1.79  -6.20  4.41
H  4.14  -8.04  2.48
H  4.97  -7.44  0.25
H  3.85  -5.68  -1.06
H  1.13  -3.68  0.29
H  2.20  -5.94  -2.30
H  2.28  -5.35  -4.65
H  1.71  -3.04  -5.41
H  1.04  -1.37  -3.74
H  -0.23  -5.07  1.39
H  0.73  -4.00  2.42
H  0.17  -5.55  3.04